C29H37BrN4O8PPtS2Te | the ωB97M-V functional and the def2-TZVPD basis

The geometry in XYZ format:
```
84
Properties=species:S:1:pos:R:3:mulliken_charge:R:1
H -5.3823 1.7433 3.9555 0.48
H 1.2933 0.6534 -2.4457 -0.40
C -3.9647 0.2831 3.3295 -0.76
H 1.9694 0.4029 -4.8228 0.47
C -6.9321 -2.6615 4.2732 -1.45
C -0.8317 -0.8277 -2.8132 0.42
H 0.4360 -3.9668 -2.7845 0.01
H -2.7121 -1.3605 2.7644 0.23
Pt -0.9813 1.7761 0.1437 0.86
H 4.2860 -1.9630 -2.1254 0.35
H 2.7151 -3.7182 -5.7083 0.38
C 3.1370 4.1269 -0.2762 -1.09
N 2.1341 1.1972 -2.2717 0.27
H 2.2917 -5.5144 -2.1005 0.24
C -4.6394 -2.0085 3.4673 -0.94
C 1.0694 3.1637 3.5990 -0.97
H -2.5688 -1.6023 -3.7845 0.43
H 5.8270 3.2907 1.7879 0.40
H -0.5532 3.7146 2.2967 0.46
H 2.1211 4.4662 -0.0884 0.38
O -3.2191 2.7609 3.3073 -0.85
C 3.7580 -1.8795 -3.0649 -0.50
C 1.9761 2.3224 -1.5169 0.39
O -2.3495 1.5954 -1.3078 -0.67
C 1.3274 -5.5303 -1.5894 -1.40
H 3.9270 2.4067 -1.2807 0.47
H -6.4976 -3.5134 4.7980 0.36
C -5.1900 0.6867 3.8243 -0.22
C 3.3216 0.4962 -2.4930 0.55
C 2.0506 2.2169 3.8380 -0.29
N 0.3854 2.0054 1.6405 0.65
Te -0.9131 -1.6147 0.5445 -0.31
C -3.8219 1.6474 0.5908 -0.29
C -6.1460 -0.2717 4.1403 -0.77
S 0.3966 3.0030 -1.3058 -0.65
C 5.3143 3.3872 0.8307 -1.38
H 5.8847 4.0850 0.2120 0.32
C 2.2827 -1.6389 -5.4139 -0.67
H -4.1564 2.6667 0.8190 0.26
H 4.0089 -3.9311 -3.6132 0.48
H 3.8780 4.8041 1.5999 0.44
C 0.6327 -4.1945 -1.7322 0.22
O -4.5416 1.5573 -1.6763 -0.77
C 2.1889 1.1874 2.9263 -0.74
C 3.8829 3.8732 1.0270 0.53
H 0.7144 -6.3220 -2.0244 0.41
H -7.3850 -3.0395 3.3539 0.28
H -0.6674 -0.0412 -3.5567 0.27
H -7.7283 -2.2475 4.8919 0.35
O 1.4890 -3.1941 -1.1954 -0.33
C 3.5865 -2.9748 -3.8941 -0.49
C -3.6802 -1.0653 3.1491 -0.19
C 2.4333 -0.5451 -4.5765 -0.04
H 3.3174 3.1431 1.6095 -0.38
H -4.4201 -3.0608 3.3262 0.39
H 2.6973 2.2760 4.7028 0.48
H -1.8163 -2.7257 -2.6465 0.24
C -1.6131 -1.9740 -3.4107 -1.48
O 0.4793 -1.2428 -2.3930 0.54
C 2.8519 -2.8562 -5.0670 -0.60
O 4.4047 0.8661 -2.0770 -0.74
C 1.3469 1.0955 1.8313 1.17
S -2.7099 1.4653 2.8977 1.71
H 5.3461 2.4061 0.3527 0.35
H 1.4980 -5.7568 -0.5369 0.32
H -0.3194 -4.1869 -1.1907 0.28
H -7.1100 0.0396 4.5270 0.30
O 2.1401 -0.9055 -0.5198 -0.98
H 1.4530 0.3038 1.0955 -0.60
O -1.4816 1.0235 3.5126 -0.70
H -1.0648 -2.4371 -4.2345 0.30
H -4.6428 0.9679 0.8310 0.35
H 1.7078 -1.5461 -6.3264 0.40
N -2.5954 1.3018 1.3181 0.18
H -1.3708 -0.3857 -1.9769 -0.32
C -3.5937 1.5858 -0.9143 0.25
P 0.9353 -1.7067 -0.8896 0.47
C 0.2556 3.0259 2.4931 -0.32
H 3.6495 4.8910 -0.8686 0.41
Br 3.5417 -0.1082 3.1425 -0.14
C -5.8860 -1.6243 3.9631 1.15
C 3.1694 -0.6706 -3.4046 0.45
H 0.9089 3.9898 4.2768 0.52
N 3.0637 2.9129 -1.0719 -0.13
```

## Properties
E_HOMO, hartree: -0.14841
LUMO level, eV: 2.253
Energy relative to the best compared isomer or geometry (same formula, charge and spin), eV: 0.697
Multiplicity: 1
HOMO-LUMO gap, eV: 6.292
E_tot, eV: -164562.9717
Charge: -1